DFT (ωB97M-V with the def2-TZVPD basis set) results for a molecular structure, C21H36GeN4O3PtSSi2.

Summary:
Net charge = -2
LUMO = 4.19 eV

```
69
C21H36GeN4O3PtSSi2 | the OMol25 dataset | ωB97M-V with the def2-TZVPD basis set
Pt -0.8251 -1.6699 1.0156
N -2.3076 -4.4375 0.1575
C -1.8939 -3.4124 0.5223
C -3.2470 1.6192 4.0087
Ge -1.6064 0.8514 3.2703
C -0.7392 2.2597 2.2620
C -0.5552 0.4910 4.8722
C -2.0691 -0.6363 2.1193
H -2.9881 2.4419 4.6827
H -3.7947 0.8645 4.5803
H -3.9052 2.0049 3.2257
H -0.3959 3.0547 2.9306
H -1.4319 2.6938 1.5355
H 0.1143 1.8569 1.7201
H -0.3410 1.4508 5.3546
H 0.3844 -0.0163 4.6720
H -1.1363 -0.1229 5.5662
H -2.7082 -0.2176 1.3263
H -2.6635 -1.3711 2.6696
C 2.2611 -1.9045 -0.7458
Si 2.1800 -0.6244 0.6183
C 1.7654 1.0144 -0.1686
C 3.9590 -0.3899 1.1954
C 1.0500 -1.1316 1.9478
Si 1.3620 -2.6249 2.9622
C 2.9157 -2.4475 4.0221
C 0.0260 -3.0505 4.2045
C 1.6355 -4.1432 1.9163
H 2.7941 -1.4897 -1.6092
H 1.2629 -2.2148 -1.0806
H 2.7881 -2.8040 -0.4169
H 2.4183 1.1721 -1.0365
H 1.9483 1.8368 0.5317
H 0.7292 1.0807 -0.5048
H 4.5746 0.0025 0.3747
H 4.4155 -1.3217 1.5447
H 3.9956 0.3313 2.0209
H 0.9234 -0.2691 2.6123
H 2.8691 -1.5304 4.6239
H 3.8264 -2.3990 3.4162
H 3.0098 -3.2995 4.7089
H 0.0821 -2.4261 5.1004
H 0.1448 -4.0964 4.5145
H -0.9620 -2.9361 3.7528
H 2.5302 -4.0627 1.2912
H 0.7730 -4.3337 1.2690
H 1.7600 -5.0115 2.5750
O -1.8050 5.7827 -5.1546
S -1.5386 5.4104 -6.5222
O -2.6886 5.4330 -7.4026
O -0.3271 5.9652 -7.0880
C -1.1548 3.6260 -6.4431
N -0.8133 3.0535 -7.6081
C -0.5440 1.7618 -7.5600
C -0.6084 1.0141 -6.3938
C -0.9734 1.6931 -5.2498
N -1.2411 2.9925 -5.2691
C -1.1059 0.9938 -3.9083
C -0.8046 -0.3489 -3.7538
C -0.9824 -0.9501 -2.5120
N -1.4089 -0.2929 -1.4421
C -1.6856 1.0007 -1.5938
C -1.5590 1.6852 -2.7988
H -0.2642 1.2880 -8.4979
H -0.3820 -0.0419 -6.4034
H -0.4373 -0.9490 -4.5745
H -0.7837 -2.0092 -2.3723
H -2.0235 1.5220 -0.7018
H -1.7970 2.7387 -2.8816
```

---

DFT (ωB97M-V with the def2-TZVPD basis set) results for a molecular structure, C33H33Br2F3MnN4O6PS4SbSe.

Summary:
Net charge = +2
Multiplicity = 2
LUMO (spin up / spin down) = -6.22 / -6.23 eV

```
89
C33H33Br2F3MnN4O6PS4SbSe | the OMol25 dataset | ωB97M-V with the def2-TZVPD basis set
Mn -0.6022 0.4698 0.9862
C -3.2914 0.2835 -1.0305
C -3.6536 0.1327 0.4143
C -4.9538 -0.1971 0.8027
C -5.2459 -0.3018 2.1473
C -4.2428 -0.1688 3.1146
C -4.4405 -0.3173 4.5163
Br -6.1554 -0.5024 5.2605
C -3.4212 -0.1322 5.3625
C -2.1177 0.2873 4.8395
Br -0.7492 0.5375 6.1180
C -1.8252 0.4063 3.5005
O -0.6381 0.6191 2.9885
C -2.9476 0.1530 2.6237
N -2.6558 0.3010 1.2960
H -4.2151 0.5016 -1.6239
H -2.9092 -0.6942 -1.4116
H -2.5987 1.0507 -1.3191
H -5.7031 -0.3150 0.0180
H -6.2717 -0.5452 2.4010
H -3.5860 -0.1935 6.4289
F -3.9706 0.3081 -6.5980
C -3.1000 0.2906 -5.5932
C -2.9799 -0.9018 -4.8618
C -2.0499 -0.9922 -3.8560
C -1.2657 0.0915 -3.5891
C -1.4119 1.3072 -4.2572
C -2.3504 1.4121 -5.2925
Sb 0.0599 -0.0297 -1.8772
C 1.0851 -1.7705 -2.5290
C 2.0025 -2.4982 -1.7576
C 2.7435 -3.5214 -2.3368
C 2.5600 -3.8219 -3.6783
F 3.2976 -4.7661 -4.2360
C 1.6629 -3.1604 -4.4515
C 0.9218 -2.1390 -3.8748
C 1.5367 1.3905 -2.5544
C 1.4815 2.7143 -2.1455
C 2.3356 3.6890 -2.6218
C 3.2531 3.2775 -3.5541
F 4.1030 4.2234 -4.0797
C 3.3363 1.9857 -4.1068
C 2.4964 1.0309 -3.5273
H -3.6077 -1.7303 -5.1051
H -1.8506 -1.9341 -3.3597
H -0.7490 2.1266 -4.0363
H -2.4188 2.3494 -5.8696
H 2.1963 -2.2216 -0.7363
H 3.4968 -4.0470 -1.7761
H 1.6011 -3.3957 -5.4898
H 0.1419 -1.6266 -4.4759
H 0.8369 3.0641 -1.3710
H 2.2969 4.7478 -2.3190
H 4.1231 1.7990 -4.8317
H 2.6038 -0.0169 -3.8340
Se -0.8942 3.4512 3.3554
S -0.3488 -1.9879 0.8276
C -0.1606 -2.9407 2.2140
N -0.5870 -2.5820 3.4510
C -0.8065 -3.7079 4.3908
C 0.2558 -4.6904 4.0424
S 0.4279 -4.5942 2.2484
H -1.2088 -1.7825 3.5562
H -1.8192 -4.0830 4.2973
H -0.6559 -3.3241 5.4374
H 0.0685 -5.7423 4.3484
H 1.2214 -4.3948 4.4687
N 4.4053 1.7894 -0.4808
C 3.8069 2.0924 0.8964
P 2.7359 0.6114 1.2993
O 3.5079 -0.5947 0.8659
O 1.3290 0.8193 0.7978
C 2.6432 0.7673 3.1182
N 1.8643 -0.4157 3.6068
H 4.5159 0.7265 -0.5386
H 5.2862 2.3013 -0.5830
H 3.6843 2.0675 -1.2194
H 3.2710 3.0518 0.8199
H 4.6097 2.2316 1.6052
H 2.1779 1.6746 3.4723
H 3.6268 0.6531 3.5499
H 2.2638 -1.2426 3.1422
H 0.8662 -0.2959 3.3266
H 1.8834 -0.5087 4.6669
O -0.6321 5.0626 2.4209
S 0.1564 4.5632 1.1287
O -0.0608 5.4766 0.0735
O 1.4993 4.0786 1.3667
S -1.1270 2.8593 1.1773
```

---

Maximum force? In order: 0.0531 0.0474 hartree/bohr.
Molecular weight? In order: 748.5 1213.4 g mol⁻¹.
Relative energy (zero: lowest compared OMol25 entry of this formula, charge and spin)? In order: 19.8 0.0 kcal/mol.